11
Properties=species:S:1:pos:R:3:nbo_charge:R:1 method="wB97M-V/def2-TZVPD" e_above_lowest_ev=1.855 max_force_ev_per_a=4.130 spin_multiplicity=1 homo_ev=-7.9 mol_weight_g_mol=70.09 e_lumo_ev=1.13 total_energy_ev=-6186.6899
C -1.1656 -0.2545 -0.1059 -0.245
C -0.5050 1.1392 0.1273 -0.478
C 0.9742 0.7461 -0.0989 -0.057
H -1.7171 -0.3216 -1.1046 0.185
H -1.9919 -0.4314 0.6431 0.201
H -0.7395 1.6020 1.1350 0.216
H -0.9295 1.8000 -0.6600 0.221
H 1.7978 1.4811 -0.1900 0.203
H -0.1164 -2.1317 0.4047 0.391
N 1.1499 -0.5408 0.0277 -0.183
N -0.0249 -1.1425 0.0061 -0.453


11
Properties=species:S:1:pos:R:3:nbo_charge:R:1 method="wB97M-V/def2-TZVPD" e_above_lowest_ev=4.071 max_force_ev_per_a=4.403 spin_multiplicity=1 homo_ev=-8.8 mol_weight_g_mol=70.09 e_lumo_ev=1.10 total_energy_ev=-6184.4744
C -0.0520 0.6679 0.2411 0.141
C -1.1049 -0.1654 0.5404 -0.270
C 0.6667 1.7706 0.1385 -0.453
N -0.2790 -0.4153 -0.5816 -0.263
N 0.2386 -1.6790 -0.7181 -0.670
H -0.9367 -0.9260 1.3114 0.192
H -2.0538 0.2584 0.3879 0.197
H 0.5595 2.6794 0.7316 0.210
H 1.5383 1.6585 -0.4944 0.204
H 0.8065 -2.0222 0.0708 0.339
H 0.6169 -1.8269 -1.6276 0.372


11
Properties=species:S:1:pos:R:3:lowdin_spin:R:1 method="wB97M-V/def2-TZVPD" e_above_lowest_ev=2.721 max_force_ev_per_a=5.984 spin_multiplicity=3 homo_ev="-5.1 / -9.9" mol_weight_g_mol=70.09 e_lumo_ev="0.92 / -0.36" total_energy_ev=-6180.7546 s_squared=2.0088
C 0.8045 -0.0808 -0.1285 0.705
C -0.5761 -0.2601 -0.2598 0.689
C -1.8799 0.3361 -0.0265 0.116
N 0.2853 -1.5192 -0.0154 0.282
N 2.3294 0.5206 0.0355 0.077
H 2.6519 0.1408 0.9620 0.015
H -2.6469 -0.3106 -0.5225 0.005
H -1.7722 0.4063 1.1297 0.057
H -2.0075 1.3851 -0.3583 0.006
H 0.4167 -2.1275 -0.8862 0.049
H 2.3948 1.5093 0.0700 -0.001


11
Properties=species:S:1:pos:R:3:lowdin_spin:R:1 method="wB97M-V/def2-TZVPD" e_above_lowest_ev=0.366 max_force_ev_per_a=7.078 spin_multiplicity=3 homo_ev="-6.8 / -11.5" mol_weight_g_mol=70.09 e_lumo_ev="0.91 / -0.70" total_energy_ev=-6183.1098 s_squared=2.0112
C 1.5068 0.1941 -0.1202 0.149
C -0.8685 0.8502 0.4206 0.081
C 0.0918 -0.1787 0.0998 0.469
N 2.6394 0.2216 0.0662 0.191
N -0.1311 -1.4458 0.2148 0.215
H -0.5334 1.9050 0.3664 0.005
H -0.9990 0.8700 1.5811 0.040
H -1.9339 0.5325 0.0568 0.020
H 0.8019 0.7144 -2.2658 0.793
H -1.1223 -1.6848 -0.0595 0.023
H 0.5483 -1.9786 -0.3602 0.015


12
Properties=species:S:1:pos:R:3:nbo_charge:R:1 method="wB97M-V/def2-TZVPD" e_above_lowest_ev=1.465 max_force_ev_per_a=0.554 spin_multiplicity=1 homo_ev=-10.3 mol_weight_g_mol=86.09 e_lumo_ev=0.97 total_energy_ev=-8235.2333
C -1.6351 0.1049 -0.0060 -0.467
N -0.8526 0.0505 -1.2259 -0.370
C 0.3614 -0.2907 -1.1791 0.243
N 1.0771 -0.6065 0.0285 -0.686
C 1.5660 0.4227 0.8116 0.535
O 1.7251 0.3542 2.0098 -0.577
H -1.0667 -0.0238 0.9240 0.183
H -2.1434 1.0700 0.0464 0.220
H -2.4074 -0.6694 -0.1014 0.219
H 0.9194 -0.3939 -2.1146 0.182
H 0.6591 -1.3423 0.5850 0.403
H 1.7970 1.3243 0.2217 0.115


12
Properties=species:S:1:pos:R:3:nbo_charge:R:1 method="wB97M-V/def2-TZVPD" e_above_lowest_ev=1.335 max_force_ev_per_a=1.150 spin_multiplicity=1 homo_ev=-10.6 mol_weight_g_mol=86.09 e_lumo_ev=0.66 total_energy_ev=-8235.3639
N 0.0612 -0.0369 1.3844 -0.834
C -0.2849 -0.4007 0.0086 -0.185
C 0.1832 0.7275 -0.9275 -0.051
O -0.4460 1.9190 -0.5438 -0.708
C 0.2382 -1.7156 -0.4116 0.256
N 0.6531 -2.7423 -0.7478 -0.309
H -0.7005 -0.2427 2.0190 0.376
H 0.8744 -0.5472 1.7138 0.378
H -1.3764 -0.4463 -0.0746 0.238
H 1.2809 0.8058 -0.8784 0.166
H -0.1056 0.5150 -1.9608 0.192
H -0.2413 2.0231 0.3992 0.480


12
Properties=species:S:1:pos:R:3:nbo_charge:R:1 method="wB97M-V/def2-TZVPD" e_above_lowest_ev=3.155 max_force_ev_per_a=2.578 spin_multiplicity=1 homo_ev=-9.6 mol_weight_g_mol=86.09 e_lumo_ev=0.57 total_energy_ev=-8233.5433
C 0.1804 -1.6000 -0.4509 -0.156
C -0.5816 -0.4478 -0.9948 0.109
C -0.5198 1.9318 1.2868 -0.044
H 1.4288 -0.5257 0.5093 0.490
H -0.4152 -2.1567 0.3010 0.193
H 0.3099 -2.3143 -1.2197 0.199
H -1.1913 -0.6956 -1.9273 0.192
H 0.0252 2.2186 2.1919 0.183
H -1.3277 2.6256 0.9754 0.168
N -0.6915 0.7938 -0.6758 -0.287
N -0.0503 1.0257 0.5853 -0.336
O 1.4862 -1.3991 0.0945 -0.710


12
Properties=species:S:1:pos:R:3:nbo_charge:R:1 method="wB97M-V/def2-TZVPD" e_above_lowest_ev=2.711 max_force_ev_per_a=3.658 spin_multiplicity=1 homo_ev=-9.3 mol_weight_g_mol=86.09 e_lumo_ev=1.00 total_energy_ev=-8233.9879
C -1.4746 0.0625 0.0501 0.698
C -0.8663 -1.3135 -0.2766 -0.524
C 0.5567 -0.4989 -0.2640 -0.211
N -0.1401 0.6997 0.2332 -0.330
N 0.1952 2.0398 -0.1732 -0.651
O -2.5425 0.5045 -0.1305 -0.548
H -1.0573 -2.0750 0.4521 0.232
H -1.3133 -1.5030 -1.2422 0.234
H 1.2042 -0.9710 0.5160 0.193
H 1.0628 -0.4443 -1.2158 0.202
H -0.2171 2.5671 0.5866 0.361
H -0.3137 2.4538 -1.0547 0.344


12
Properties=species:S:1:pos:R:3:nbo_charge:R:1 method="wB97M-V/def2-TZVPD" e_above_lowest_ev=3.867 max_force_ev_per_a=2.599 spin_multiplicity=1 homo_ev=-9.2 mol_weight_g_mol=86.09 e_lumo_ev=0.58 total_energy_ev=-8232.8318
C -1.2215 -0.6807 -0.2450 -0.407
C -0.4279 1.7836 0.0589 0.490
O -0.3609 2.8027 -0.4433 -0.520
N 1.3839 0.8128 0.9883 -0.654
C 1.4200 -0.1366 0.1393 0.266
N 0.4507 -1.1296 0.0615 -0.652
H -1.7210 0.1291 -0.8497 0.216
H -1.3729 -1.5892 -0.7866 0.189
H -1.7212 -0.7016 0.7292 0.210
H 0.6549 0.5911 1.6722 0.342
H 2.1767 -0.0926 -0.6550 0.157
H 0.7390 -1.7888 -0.6697 0.364


12
Properties=species:S:1:pos:R:3:nbo_charge:R:1 method="wB97M-V/def2-TZVPD" e_above_lowest_ev=1.208 max_force_ev_per_a=0.606 spin_multiplicity=1 homo_ev=-9.4 mol_weight_g_mol=86.09 e_lumo_ev=0.86 total_energy_ev=-8235.4911
C -1.9410 0.2492 -0.7810 -0.423
N -0.6693 -0.0681 -0.2129 -0.475
C 0.3404 -0.3408 -0.9180 0.277
N 1.5820 -0.4102 -0.2847 -0.646
C 1.6658 0.1498 0.9859 0.526
O 2.6837 0.2787 1.6222 -0.568
H -2.1287 1.3134 -0.5920 0.205
H -2.0169 0.0566 -1.8601 0.168
H -2.7136 -0.3082 -0.2462 0.206
H 0.3466 -0.4975 -2.0060 0.157
H 2.4268 -0.6301 -0.7947 0.412
H 0.6498 0.4474 1.2881 0.161


12
Properties=species:S:1:pos:R:3:nbo_charge:R:1 method="wB97M-V/def2-TZVPD" e_above_lowest_ev=3.194 max_force_ev_per_a=4.637 spin_multiplicity=1 homo_ev=-8.6 mol_weight_g_mol=86.09 e_lumo_ev=1.18 total_energy_ev=-8233.5051
C 3.2529 0.5273 0.0495 0.529
C -0.1531 -0.4236 0.0553 0.036
C -0.8662 -1.3128 -0.8605 -0.655
N -0.1357 0.7720 -0.2272 -0.255
N 0.5219 1.7971 0.2887 -0.637
O 3.2003 0.8509 1.1271 -0.526
H 0.4368 -0.8797 1.0121 0.117
H -1.2917 -2.2697 -0.4624 0.209
H -0.1546 -1.5930 -1.5648 0.222
H -1.8245 -0.8520 -1.1831 0.233
H 1.1240 1.5442 1.1154 0.344
H -0.0292 2.6216 0.2302 0.383


12
Properties=species:S:1:pos:R:3:nbo_charge:R:1 method="wB97M-V/def2-TZVPD" e_above_lowest_ev=0.915 max_force_ev_per_a=0.547 spin_multiplicity=1 homo_ev=-10.0 mol_weight_g_mol=86.09 e_lumo_ev=0.83 total_energy_ev=-8235.7835
C -0.8496 0.4144 0.8241 -0.704
C -0.4422 0.2034 -0.6210 0.452
N -0.9068 0.7971 -1.6430 -0.667
N 0.5983 -0.7216 -0.8048 -0.659
C 1.4503 -0.9285 0.2835 0.541
O 2.6245 -0.6637 0.2844 -0.535
H -1.5419 1.2521 0.8820 0.232
H -0.0006 0.6462 1.4789 0.233
H -1.3295 -0.4835 1.2287 0.235
H -1.6183 1.4725 -1.3701 0.342
H 1.0789 -0.6132 -1.6931 0.414
H 0.9368 -1.3752 1.1505 0.118


12
Properties=species:S:1:pos:R:3:nbo_charge:R:1 method="wB97M-V/def2-TZVPD" e_above_lowest_ev=2.436 max_force_ev_per_a=3.154 spin_multiplicity=1 homo_ev=-9.2 mol_weight_g_mol=86.09 e_lumo_ev=1.00 total_energy_ev=-8234.2628
C 0.0320 0.2004 -0.8197 0.404
C 0.0490 0.6129 0.6407 -0.007
C 0.6970 -0.4219 1.5025 -0.096
H -1.5530 -1.1895 -0.6030 0.413
H -0.7137 -0.8795 -2.1939 0.406
H 1.1701 1.6215 -1.3007 0.326
H 0.2659 1.6637 0.7273 0.201
H 1.1840 -0.1097 2.3589 0.182
H 0.9072 -1.4358 1.1690 0.198
N -0.6870 -0.8838 -1.1466 -0.830
N 0.6611 0.7872 -1.7398 -0.720
O -0.7184 -0.1679 1.5132 -0.479


12
Properties=species:S:1:pos:R:3:nbo_charge:R:1 method="wB97M-V/def2-TZVPD" e_above_lowest_ev=2.109 max_force_ev_per_a=2.373 spin_multiplicity=1 homo_ev=-9.5 mol_weight_g_mol=86.09 e_lumo_ev=0.16 total_energy_ev=-8234.5894
C -0.2864 -0.8470 -1.3668 -0.436
N 0.0089 -0.8177 0.0367 -0.578
C 0.1903 0.4569 0.4439 0.316
N 0.3798 1.4703 -0.3321 -0.725
C 0.0395 0.7090 1.9028 0.393
O 0.0286 -0.1870 2.7150 -0.510
H -0.9123 -1.7168 -1.6165 0.214
H 0.6212 -0.8951 -1.9764 0.188
H -0.6188 0.2533 -1.4857 0.222
H -0.3371 -1.4884 0.7101 0.420
H 0.8991 1.2816 -1.1852 0.355
H -0.0129 1.7810 2.1542 0.141


12
Properties=species:S:1:pos:R:3:nbo_charge:R:1 method="wB97M-V/def2-TZVPD" e_above_lowest_ev=1.752 max_force_ev_per_a=4.053 spin_multiplicity=1 homo_ev=-9.6 mol_weight_g_mol=86.09 e_lumo_ev=0.95 total_energy_ev=-8234.9467
C -0.1451 -0.7453 2.5001 -0.011
C -0.0596 -0.3353 0.1495 0.768
C 0.0402 0.6501 -2.0647 -0.432
N 0.3897 0.0184 1.6589 -0.483
N 0.3190 0.6588 -0.6297 -0.610
O -0.6393 -1.3559 -0.1861 -0.630
H -0.1055 -0.5081 3.6475 0.158
H -0.9042 -1.4439 2.4030 0.170
H -0.8206 1.2942 -2.3641 0.212
H 1.0094 0.9403 -2.5269 0.206
H -0.0741 -0.4558 -2.3658 0.239
H 0.9901 1.2826 -0.2217 0.416


12
Properties=species:S:1:pos:R:3:nbo_charge:R:1 method="wB97M-V/def2-TZVPD" e_above_lowest_ev=2.403 max_force_ev_per_a=1.144 spin_multiplicity=1 homo_ev=-9.1 mol_weight_g_mol=86.09 e_lumo_ev=-1.12 total_energy_ev=-8234.2953
C -0.1775 1.7259 -0.0052 -0.412
N 0.7318 1.0478 -0.9181 -0.837
C 0.5808 -1.6230 0.7395 0.154
N 1.5594 -1.3375 1.2867 -0.230
C -0.6728 -2.0553 0.0905 0.344
O -1.0961 -1.5473 -0.9142 -0.434
H -0.4783 1.1503 0.8892 0.151
H -1.0901 1.9987 -0.5441 0.193
H 0.2843 2.6554 0.3430 0.193
H 0.2648 0.2540 -1.3454 0.358
H 1.5282 0.6810 -0.4068 0.353
H -1.1773 -2.8872 0.6048 0.166


12
Properties=species:S:1:pos:R:3:nbo_charge:R:1 method="wB97M-V/def2-TZVPD" e_above_lowest_ev=6.870 max_force_ev_per_a=3.499 spin_multiplicity=1 homo_ev="-8.7 / -9.5" mol_weight_g_mol=86.09 e_lumo_ev="-1.05 / 0.31" total_energy_ev=-8229.8292
C -0.7922 -1.6107 0.2772 0.740
C 2.1633 -0.7905 -0.0516 -0.521
C -1.8946 0.7158 0.6298 -0.437
N -0.4252 -0.7337 -0.7279 -0.221
N -0.7901 -0.2371 0.5449 -0.253
O -1.0343 -2.6474 0.7353 -0.508
H 2.0174 -0.7724 1.0434 0.188
H 1.8514 -1.3703 -0.9086 0.198
H 2.3735 0.2385 -0.3647 0.156
H -1.4115 1.6593 0.8689 0.223
H -2.4950 0.7042 -0.2485 0.214
H -2.5734 0.2890 1.5173 0.220


12
Properties=species:S:1:pos:R:3:nbo_charge:R:1 method="wB97M-V/def2-TZVPD" e_above_lowest_ev=5.450 max_force_ev_per_a=0.652 spin_multiplicity=1 homo_ev="-7.9 / -7.9" mol_weight_g_mol=86.09 e_lumo_ev="-0.33 / -0.33" total_energy_ev=-8231.2490
C 0.3414 -0.8711 1.1128 -0.325
N 0.6794 -1.5532 -1.0365 -0.490
C 0.4874 -0.3795 -1.3630 0.068
N 0.2116 0.5682 -0.2503 -0.606
C -1.0583 1.1699 -0.1221 0.535
O -1.2848 2.0450 0.6744 -0.528
H 0.1347 -0.0832 1.8405 0.175
H -0.4601 -1.5943 1.0278 0.223
H 1.3236 -1.3130 1.2198 0.224
H 0.4811 0.1142 -2.3458 0.167
H 0.9649 1.2127 -0.0041 0.421
H -1.8210 0.6843 -0.7535 0.137


12
Properties=species:S:1:pos:R:3:nbo_charge:R:1 method="wB97M-V/def2-TZVPD" e_above_lowest_ev=1.388 max_force_ev_per_a=1.456 spin_multiplicity=1 homo_ev=-9.1 mol_weight_g_mol=86.09 e_lumo_ev=1.09 total_energy_ev=-8235.3106
C 0.6664 -1.5160 0.3501 -0.425
N -0.1884 -0.3824 0.0956 -0.517
C -0.1151 0.6626 0.8094 0.287
N -0.9058 1.7606 0.5569 -0.813
C -0.6267 0.3682 -2.3597 0.498
O -0.1962 -0.5701 -2.8393 -0.518
H 1.0551 -1.8802 -0.6096 0.201
H 0.0894 -2.3392 0.7878 0.198
H 1.5266 -1.3054 1.0060 0.169
H 0.5375 0.7692 1.6880 0.138
H -0.5808 2.6486 0.9070 0.381
H -1.2620 1.7843 -0.3921 0.400


12
Properties=species:S:1:pos:R:3:nbo_charge:R:1 method="wB97M-V/def2-TZVPD" e_above_lowest_ev=1.458 max_force_ev_per_a=0.447 spin_multiplicity=1 homo_ev=-9.5 mol_weight_g_mol=86.09 e_lumo_ev=0.89 total_energy_ev=-8235.2410
N -0.4923 -1.6773 0.7336 -0.821
C 0.1634 -0.5415 1.1001 0.661
O 0.4277 -0.2734 2.2564 -0.594
C 0.5857 0.3610 -0.0413 -0.187
C -0.2614 0.7110 -1.2102 -0.268
N -0.1013 1.6378 -0.0961 -0.559
H -0.7910 -2.3075 1.4615 0.404
H -0.7054 -1.8963 -0.2262 0.397
H 1.6650 0.3533 -0.2053 0.214
H -1.2731 0.3197 -1.3047 0.199
H 0.2449 0.9143 -2.1547 0.197
H 0.5378 2.3988 -0.3131 0.357